Density functional theory data (ωB97M-V/def2-TZVPD) for a molecular structure, C35H52AsIrOP3 at a distorted geometry.

As for the expectation value of S²: 6.032. The energy above the lowest of the compared OMol25 structures with the same formula, charge and spin comes out at 0.0000 eV. As for the charge: +3. As for the spin multiplicity: 5.

```
93
Properties=species:S:1:pos:R:3:forces:R:3:lowdin_charge:R:1
Ir -0.37801 0.10099 -0.18709 -0.127 -0.472 1.895 0.770
P 0.23606 0.87320 -2.18581 0.453 0.836 -1.934 0.573
P -0.00353 2.20432 0.88561 0.993 0.871 0.852 0.681
P -0.82066 -2.09522 -0.97675 0.408 -1.151 0.002 0.677
H -2.63319 1.09287 0.98974 -0.139 -0.354 -0.069 0.045
C -2.30075 0.06406 0.82108 -0.916 -0.329 0.570 -0.322
C -1.37574 -0.50838 1.74458 -0.126 0.077 0.124 -0.348
H -1.04797 0.07581 2.61147 -0.057 -0.278 -0.468 0.028
C -1.33993 1.50152 -2.91507 0.298 0.173 -0.548 -0.237
C 1.41165 2.28034 -2.36064 -0.057 0.071 -0.292 -0.241
C 0.94998 -0.24552 -3.45458 0.010 0.287 -0.318 -0.241
C -0.44316 2.42957 2.65677 -0.138 0.015 -0.120 -0.225
C 1.63986 3.01455 0.91520 -0.016 0.283 -0.106 -0.222
C -1.14769 3.40917 0.08858 0.141 0.061 0.106 -0.238
C -1.51912 -3.30580 0.22800 -0.077 0.103 -0.303 -0.231
C 0.48118 -3.13701 -1.74327 -0.279 -0.100 -0.366 -0.218
C -2.18189 -1.91502 -2.20956 0.039 -0.529 0.008 -0.269
H -3.00292 -0.60080 0.30944 -0.002 0.406 0.228 0.039
H -1.41721 -1.58341 1.95701 0.121 0.561 -0.254 0.017
H -1.11983 1.92928 -3.90707 -0.226 -0.030 0.249 0.066
H -1.77358 2.27164 -2.26556 0.192 -0.178 -0.225 0.027
H -2.07782 0.69589 -3.01653 0.308 0.175 0.022 0.012
H 1.52859 2.52991 -3.43113 -0.125 -0.165 0.431 0.072
H 2.40091 2.00102 -1.97649 -0.236 -0.041 -0.091 0.049
H 1.08910 3.18826 -1.84141 -0.010 -0.263 -0.090 0.032
H 1.21370 0.33867 -4.35620 -0.180 -0.212 0.417 0.073
H 0.25949 -1.03849 -3.75597 0.098 0.169 0.096 0.031
H 1.87167 -0.70241 -3.07316 -0.211 0.115 -0.010 0.031
H -0.40390 3.50797 2.89511 0.014 -0.458 -0.149 0.079
H 0.28332 1.90365 3.28821 -0.184 0.129 -0.182 0.032
H -1.44830 2.05754 2.87272 0.095 0.166 0.038 0.052
H 1.49856 4.09713 1.04404 0.036 -0.206 -0.075 0.076
H 2.21034 2.83126 0.00164 -0.094 0.063 0.316 0.022
H 2.21616 2.64918 1.77591 -0.246 -0.006 -0.262 0.028
H -1.19124 4.27995 0.75787 -0.082 -0.162 -0.269 0.068
H -2.14944 2.97582 -0.01541 0.201 0.159 0.081 0.040
H -0.80408 3.73998 -0.89844 -0.014 -0.100 0.282 0.037
H -1.74729 -4.24476 -0.30710 0.090 0.385 0.226 0.072
H -2.43739 -2.91988 0.68713 0.179 -0.165 -0.109 0.053
H -0.78558 -3.51774 1.01846 -0.147 0.046 -0.228 0.053
H 0.00117 -4.04034 -2.14646 0.142 0.160 0.077 0.071
H 1.21791 -3.44249 -0.98649 -0.298 0.203 -0.174 0.035
H 1.00382 -2.62589 -2.55920 -0.139 -0.184 0.352 0.026
H -2.58870 -2.92824 -2.36845 0.037 0.357 -0.074 0.065
H -1.83206 -1.51241 -3.16784 0.024 -0.153 0.266 0.032
H -2.97040 -1.25448 -1.82205 0.281 -0.223 0.007 0.035
C -5.19734 -0.48388 -5.01387 2.336 0.683 0.152 -0.202
C -6.35890 0.09418 -5.55163 -1.922 0.502 -0.051 0.069
C -7.57643 -0.10495 -4.87686 1.035 0.555 -1.311 0.024
C -7.63289 -0.91478 -3.73211 -0.534 -0.137 0.606 0.045
C -6.48147 -1.59852 -3.30239 1.242 -0.633 0.052 0.007
C -5.29179 -1.44890 -3.99306 -0.980 -0.549 1.484 0.043
O -3.89961 -0.09653 -5.22231 -2.266 -0.456 -0.661 0.147
H -3.80336 0.54902 -5.95344 -0.204 -0.187 0.259 0.162
H -6.33267 0.70891 -6.45143 0.085 -0.010 0.289 0.147
H -8.49523 0.37613 -5.22165 0.436 -0.112 -0.050 0.144
H -8.58146 -1.02509 -3.17272 0.661 0.072 -0.459 0.155
H -6.50817 -2.24485 -2.41466 -0.111 0.252 -0.552 0.140
H -4.38798 -1.96503 -3.70272 -0.046 0.012 0.062 0.107
C 2.25854 -3.76611 5.50673 -0.084 0.071 -0.118 -0.045
C 0.98362 -3.34799 5.11880 -0.059 0.055 0.096 -0.060
C 0.79643 -2.62554 3.93597 0.877 -0.320 0.016 -0.113
C 1.91389 -2.33851 3.13908 -1.007 0.150 0.418 -0.390
C 3.20167 -2.70922 3.53490 -0.241 -0.319 0.429 -0.109
C 3.36371 -3.45709 4.70762 -0.125 0.197 -0.187 -0.038
As 1.71686 -1.10313 1.60796 2.533 -0.700 1.163 1.372
C 2.89715 0.22441 2.46889 -0.269 0.381 -0.179 -0.387
C 2.52714 0.68253 3.74401 0.394 0.224 -0.173 -0.129
C 3.31367 1.64848 4.38597 -0.300 -0.259 -0.047 -0.050
C 4.45275 2.16070 3.76265 -0.110 -0.042 -0.141 -0.046
C 4.82880 1.67372 2.50887 0.159 -0.083 -0.035 -0.054
C 4.06755 0.69578 1.86354 -0.266 0.256 0.269 -0.102
C 2.99772 -1.99260 0.40432 -1.028 0.240 -0.886 -0.384
C 3.43287 -1.29133 -0.73496 0.179 -0.549 -0.095 -0.153
C 4.18751 -1.95721 -1.71044 -0.218 0.254 0.104 -0.066
C 4.47069 -3.31833 -1.58071 -0.078 0.211 0.065 -0.042
C 4.00513 -4.01214 -0.46558 -0.093 -0.254 0.086 -0.047
C 3.22671 -3.37330 0.50013 0.078 0.271 -0.209 -0.120
H 2.39666 -4.31200 6.44665 -0.082 0.195 -0.458 0.125
H 0.12336 -3.56251 5.75139 0.218 0.012 -0.119 0.116
H -0.18654 -2.26954 3.65607 -0.041 -0.100 0.046 0.076
H 4.06838 -2.41008 2.95819 -0.016 -0.092 0.020 0.112
H 4.36222 -3.78223 5.00039 -0.260 0.141 -0.043 0.122
H 1.66394 0.25272 4.25230 0.140 0.141 -0.060 0.107
H 3.02666 1.99124 5.38094 0.118 -0.082 -0.268 0.122
H 5.04632 2.93376 4.25644 -0.177 -0.309 -0.172 0.125
H 5.73513 2.04896 2.02739 -0.280 -0.144 0.187 0.122
H 4.38744 0.29930 0.90798 0.040 0.141 0.085 0.086
H 3.15655 -0.24375 -0.87330 0.185 -0.218 0.059 0.080
H 4.53496 -1.40879 -2.58602 -0.044 -0.145 0.190 0.117
H 5.01710 -3.84004 -2.36741 -0.053 0.167 0.301 0.125
H 4.21893 -5.07859 -0.35635 -0.108 0.357 -0.074 0.127
H 2.77143 -3.94837 1.30011 0.252 0.050 -0.019 0.107
```
Forces are in eV/Å.



Density functional theory data (ωB97M-V/def2-TZVPD) for 8 unconnected molecules or ions with the total composition C9H34N4O8 at a distorted geometry.

The energy above the lowest of the compared OMol25 structures with the same formula, charge and spin comes out at 0.5548 eV. As for the charge: 0. The SMILES is NC(N)=O.NC(N)=O.CCO.CO.CO.CO.CO.CO.

```
55
Properties=species:S:1:pos:R:3:forces:R:3:lowdin_charge:R:1
N 0.07709 2.11283 -0.95735 4.368 2.900 0.363 0.138
C -1.21894 1.98238 -1.06947 -5.270 5.259 3.529 -0.600
N -1.42644 0.93887 -1.82987 -3.816 -2.455 -2.655 0.125
O -2.15159 2.77005 -0.42558 4.741 -4.547 -3.570 -0.078
H 0.45823 2.96285 -0.51386 -0.640 -0.675 -0.234 0.163
H 0.68421 1.76180 -1.72070 -0.597 0.270 0.738 0.131
H -2.40037 0.74710 -2.10339 0.882 0.151 0.194 0.150
H -0.67473 0.41310 -2.30473 -0.457 0.755 0.535 0.061
N -0.63732 -0.91125 0.05093 -4.562 -1.537 -2.115 0.177
C 0.45017 -0.98407 0.72260 4.033 -4.282 5.521 -0.583
N 1.20633 0.08746 0.53927 4.266 0.729 2.488 0.112
O 0.85734 -2.02367 1.60566 -2.356 4.972 -4.541 -0.167
H -1.27969 -1.69155 0.19047 0.143 0.407 -0.186 0.117
H -0.96056 -0.16923 -0.65549 0.829 -1.570 1.880 0.074
H 2.02809 0.26859 1.27455 -2.375 -0.204 -1.782 0.129
H 0.82243 0.86075 0.01616 0.034 0.055 0.475 0.035
C -1.04607 1.34818 3.79013 0.026 0.734 -0.008 -0.070
C -0.43405 2.12743 2.61789 -2.677 -1.717 0.371 -0.334
O -0.84833 3.44399 2.69321 0.123 1.146 -1.613 -0.048
H -2.11730 1.47899 3.87512 -0.335 0.174 -0.296 0.073
H -0.63664 1.66176 4.75511 0.234 0.051 -0.102 0.077
H -0.86345 0.31585 3.67326 0.330 -1.375 -0.025 0.052
H -0.82181 1.69241 1.65869 0.242 0.562 0.765 0.093
H 0.59642 1.95016 2.65221 1.943 0.244 -0.098 0.075
H -0.84518 3.75235 3.58211 0.120 0.195 1.077 0.067
C 4.55896 -0.23482 -0.59096 0.422 0.786 -1.921 -0.154
O 3.43676 0.51059 -1.00641 -0.089 0.193 0.009 -0.139
H 4.41661 -1.25253 -0.85221 -0.050 -1.313 0.268 0.077
H 4.73450 -0.05623 0.41766 0.434 -0.249 1.954 0.024
H 5.48426 0.06023 -1.10208 -0.405 0.351 -0.222 0.091
H 2.71294 0.19914 -0.42092 0.151 0.196 -0.633 0.010
C -2.94470 -2.78252 -2.67903 -0.910 0.560 -0.224 -0.167
O -2.81596 -3.22748 -4.01498 -0.530 0.816 -0.510 -0.115
H -4.01657 -2.49914 -2.58475 0.830 0.286 -0.020 0.093
H -2.26863 -1.94178 -2.35297 -0.562 -0.778 -0.444 0.060
H -2.86239 -3.62830 -2.04261 0.503 -0.587 1.041 0.068
H -1.97305 -3.61529 -4.20614 0.690 -0.285 0.212 0.061
C 0.34043 -0.58915 -3.87838 0.227 -1.561 0.227 -0.108
O 0.90764 -0.28627 -2.60884 -0.064 0.392 -0.326 -0.146
H 0.08690 0.29003 -4.42571 0.368 0.738 -0.337 0.092
H -0.56715 -1.15703 -3.78056 -0.891 -0.199 0.325 0.058
H 0.97001 -1.29161 -4.40443 0.541 0.347 -0.607 0.093
H 1.18808 -1.10611 -2.18856 0.056 0.086 0.134 0.105
C 3.62194 -0.64574 2.76327 1.271 -0.886 0.730 -0.141
O 3.31330 0.69722 2.36851 -0.231 -0.695 0.453 -0.135
H 3.86275 -1.32560 1.93917 0.149 0.459 -0.294 0.070
H 2.72448 -1.09813 3.14122 -0.462 0.148 0.503 0.064
H 4.47755 -0.75207 3.51512 -1.196 0.587 -0.842 0.107
H 4.06899 1.08905 1.94425 0.504 0.269 -0.238 0.073
C -3.61094 -0.29830 1.16313 0.592 -0.076 0.788 -0.164
O -3.84295 -1.11735 0.06492 0.196 -2.050 -0.016 -0.112
H -4.52666 0.06231 1.61075 -0.295 -0.002 0.349 0.086
H -3.05425 0.52495 0.78381 0.670 1.150 0.400 0.044
H -3.00907 -0.87679 1.86645 -0.162 0.268 0.160 0.089
H -4.23164 -0.54842 -0.55562 -0.984 0.811 -1.631 0.046
```
Forces are in eV/Å.



Density functional theory data (ωB97M-V/def2-TZVPD) for a molecular structure, C33H49BClI2N8O2PRb at a distorted geometry.

As for the expectation value of S²: 0.752. The energy above the lowest of the compared OMol25 structures with the same formula, charge and spin comes out at 0.3173 eV. As for the charge: 0. As for the spin multiplicity: 2.

```
98
Properties=species:S:1:pos:R:3:forces:R:3:lowdin_charge:R:1
Rb 0.69280 -2.16480 -0.29996 -0.204 -0.279 0.970 0.750
C 1.76824 0.32062 4.10957 -0.011 0.009 0.019 -0.061
C 2.21041 -0.32458 2.94702 0.002 0.000 0.031 -0.206
N 1.32726 -1.21652 2.52377 0.101 -0.092 -0.019 0.001
N 0.31411 -1.19123 3.42009 -0.040 -0.014 -0.076 0.005
C 0.54973 -0.26694 4.37208 0.003 -0.009 0.083 -0.074
B -0.82820 -2.23825 3.30149 -0.090 0.069 -0.090 -0.673
N -1.99059 -1.75462 2.40318 0.133 -0.015 0.014 0.002
C -3.29288 -1.70093 2.74212 -0.074 -0.047 0.020 -0.062
C -4.01457 -1.34107 1.62730 -0.007 -0.035 0.009 -0.056
C -3.04085 -1.20626 0.63122 0.013 -0.049 0.003 -0.195
N -1.82397 -1.44822 1.10232 0.034 0.213 -0.112 -0.001
N -0.20265 -3.52783 2.73835 -0.038 0.045 -0.046 -0.044
C 0.82529 -4.19443 3.30309 0.069 0.021 0.022 -0.117
C 1.06477 -5.32380 2.55872 0.020 -0.012 0.002 -0.096
C 0.10900 -5.25582 1.52987 -0.019 -0.023 -0.023 -0.177
N -0.65206 -4.17741 1.64346 -0.052 0.004 0.005 0.036
N -1.43882 -2.57567 4.67297 -0.016 -0.042 0.092 -0.025
C -1.84769 -3.79963 5.07596 -0.019 -0.089 0.084 -0.080
C -2.54437 -3.65230 6.25281 0.012 -0.045 -0.087 -0.070
C -2.52438 -2.26862 6.48660 0.004 0.029 0.002 -0.169
N -1.87230 -1.62739 5.53201 0.101 0.200 -0.021 0.052
H 2.27060 1.07523 4.68798 0.010 0.030 0.027 0.086
H 3.14226 -0.20150 2.41625 0.021 0.009 -0.032 0.086
H -0.15544 -0.12377 5.17036 -0.041 0.009 0.040 0.097
H -3.61493 -1.92531 3.74355 -0.023 0.010 0.022 0.114
H -5.07932 -1.21864 1.54507 -0.041 0.003 -0.001 0.088
H -3.17829 -0.97980 -0.41201 -0.014 0.063 -0.079 0.080
H 1.30750 -3.81573 4.18901 0.017 0.015 0.034 0.133
H 1.81163 -6.07836 2.72953 0.030 -0.026 0.001 0.090
H -0.05789 -5.94245 0.71506 -0.002 -0.015 -0.016 0.103
H -1.62062 -4.67813 4.49787 0.013 -0.048 -0.007 0.121
H -2.99435 -4.42392 6.85107 -0.012 -0.034 0.007 0.086
H -2.95213 -1.71476 7.30695 -0.010 0.016 0.016 0.095
I 3.99582 -3.46098 1.00873 -0.023 0.058 0.026 0.826
C 5.14536 -3.19660 -0.74689 0.081 0.008 0.049 -1.145
I 5.42679 -1.16875 -1.31555 0.046 -0.152 -0.088 0.839
H 4.60869 -3.67579 -1.55445 -0.030 0.060 -0.026 -0.054
H 6.13219 -3.60542 -0.57207 -0.032 -0.041 -0.033 -0.045
Cl 1.49553 -1.20840 -5.49578 0.002 0.003 -0.005 0.587
C 2.45386 -2.20258 -4.35384 0.114 0.015 -0.023 -0.465
C 1.73802 -2.54606 -3.03922 0.136 0.060 -0.343 -0.828
O 0.49945 -2.43378 -2.96053 -0.096 0.102 -0.309 -0.175
O 2.52668 -2.90480 -2.13913 0.237 -0.195 -0.097 -0.223
H 3.36366 -1.65059 -4.12954 -0.027 -0.029 -0.011 0.050
H 2.72186 -3.12400 -4.86680 -0.038 0.021 -0.016 0.080
C -2.95024 4.65461 0.04696 -0.021 -0.002 0.008 -0.196
C -3.31248 3.24541 0.49278 -0.048 0.006 -0.021 -0.184
C -2.58481 2.20403 -0.36765 -0.013 -0.055 -0.006 -0.188
C -1.18083 2.69639 -0.79817 0.082 0.024 0.032 -0.388
C -0.61421 3.64865 0.26070 0.058 0.024 -0.029 -0.195
C -1.46667 4.92673 0.32585 0.020 0.015 0.003 -0.177
P -0.08193 1.29298 -1.20063 -0.142 0.177 -0.239 1.294
C -0.50062 0.50028 -2.78113 -0.034 -0.051 0.134 -0.396
C -1.76525 -0.37259 -2.73016 -0.011 0.018 -0.055 -0.210
C -2.11502 -0.80395 -4.15041 -0.010 -0.019 0.015 -0.168
C -2.50048 0.40330 -5.02593 -0.011 -0.004 -0.017 -0.174
C -1.96897 1.72199 -4.45913 0.026 0.039 -0.011 -0.192
C -0.55049 1.55493 -3.92808 0.014 -0.001 -0.040 -0.175
C 1.69494 1.67590 -1.15495 -0.027 -0.139 0.034 -0.396
C 2.23508 1.74242 0.28018 -0.009 0.012 0.025 -0.194
C 3.77209 1.77593 0.27329 -0.025 0.010 0.069 -0.206
C 4.32834 2.43309 -0.99581 0.008 0.033 0.052 -0.213
C 3.38789 3.53149 -1.47849 -0.006 0.006 -0.056 -0.180
C 2.07318 2.92569 -1.99181 0.050 -0.021 -0.027 -0.179
H -3.56923 5.39811 0.54968 -0.001 -0.005 -0.007 0.111
H -3.15933 4.75301 -1.02284 -0.002 0.005 -0.014 0.114
H -4.38689 3.07355 0.41765 0.016 -0.009 0.023 0.117
H -3.05082 3.11175 1.54500 0.013 0.005 0.009 0.121
H -3.17867 1.99396 -1.25814 -0.001 -0.023 -0.027 0.103
H -2.49807 1.27209 0.19086 -0.025 -0.049 -0.001 0.084
H -1.25324 3.23674 -1.75352 -0.024 0.007 0.018 0.122
H 0.41589 3.92577 0.04294 0.009 -0.024 0.018 0.088
H -0.60884 3.13472 1.22483 -0.006 0.003 0.012 0.129
H -1.08068 5.65800 -0.38826 0.002 -0.001 0.005 0.111
H -1.34794 5.36712 1.31750 0.002 0.002 -0.005 0.115
H 0.32864 -0.19065 -2.96221 0.017 0.011 -0.001 0.076
H -2.60171 0.17253 -2.29221 -0.054 0.033 0.057 0.091
H -1.57499 -1.24762 -2.11110 0.003 -0.008 -0.005 0.086
H -2.93150 -1.52595 -4.11824 0.008 -0.006 -0.002 0.119
H -1.25027 -1.32868 -4.55867 0.003 0.009 0.011 0.081
H -3.58498 0.47216 -5.12948 -0.006 0.000 -0.001 0.109
H -2.10041 0.26344 -6.03221 -0.007 -0.004 -0.012 0.112
H -2.62099 2.08172 -3.65671 -0.014 0.008 0.018 0.101
H -1.97833 2.49618 -5.22882 -0.011 0.003 0.011 0.116
H -0.14375 2.52221 -3.62527 0.023 0.005 0.007 0.087
H 0.10092 1.18515 -4.72313 0.001 0.013 -0.005 0.093
H 2.13795 0.78621 -1.62321 0.003 0.027 -0.031 0.122
H 1.87641 0.88724 0.85079 -0.003 0.000 0.035 0.073
H 1.84312 2.62324 0.78617 -0.006 0.040 -0.013 0.102
H 4.16762 0.76316 0.37260 -0.058 0.111 0.014 0.017
H 4.10777 2.33285 1.15039 0.001 -0.007 0.008 0.119
H 4.44234 1.68775 -1.78975 -0.010 -0.002 -0.032 0.068
H 5.32398 2.83308 -0.80453 0.016 -0.003 -0.004 0.115
H 3.84022 4.11852 -2.27920 0.001 0.009 0.016 0.115
H 3.18767 4.22348 -0.65538 -0.005 0.000 0.010 0.118
H 2.18958 2.62230 -3.03402 -0.016 -0.002 0.003 0.117
H 1.28381 3.68024 -1.96858 -0.014 -0.001 0.001 0.098
```
Forces are in eV/Å.